CBrN5O2 | the ωB97M-V functional and the def2-TZVPD basis

- Highest occupied orbital energy: -11.13 eV
- Gap between HOMO and LUMO: 10.800 eV
- LUMO energy: -0.3 eV
- ΔE to the lowest compared entry with this formula, charge and spin: 96.5 kJ/mol
- Maximum force: 4.43 eV/Å

Last column: Löwdin charge in e.
Atoms and positions in Å:
C (1.534, 2.314, -0.134)  -0.86
N (-0.420, -0.782, 0.548)  0.12
N (0.360, 2.294, -0.090)  0.08
N (-1.018, -1.546, 1.236)  -0.19
N (-1.528, -2.229, 1.952)  0.28
N (-0.644, -0.926, -0.892)  -0.41
O (-1.676, -1.470, -1.145)  0.09
O (0.113, -0.279, -1.528)  0.10
Br (3.279, 2.625, 0.053)  0.80


CCaO3 | the ωB97M-V functional and the def2-TZVPD basis

- Highest occupied orbital energy: -21.02 eV
- Gap between HOMO and LUMO: 8.782 eV
- Net charge: +2
- LUMO energy: -12.2 eV
- ΔE to the lowest compared entry with this formula, charge and spin: 103.3 kJ/mol
- Maximum force: 6.43 eV/Å

Last column: Löwdin charge in e.
Atoms and positions in Å:
O (0.082, -0.107, 0.490)  -0.06
Ca (2.186, 0.327, -0.053)  1.95
C (-1.212, 0.057, 0.206)  -0.58
O (-2.100, 0.696, -0.230)  0.32
O (-0.924, -1.103, -0.315)  0.36


CCeLiO2 | the ωB97M-V functional and the def2-TZVPD basis

- Highest occupied orbital energy (alpha / beta): -18.32 / -18.52 eV
- Gap between HOMO and LUMO (alpha / beta): 7.449 / 8.142 eV
- Net charge: +2
- LUMO energy (alpha / beta): -10.9 / -10.4 eV
- <S²>: 0.76
- Multiplicity: 2
- Maximum force: 10.17 eV/Å

Last column: Löwdin spin population.
Atoms and positions in Å:
O (-4.164, 0.047, 0.266)  0.00
C (-3.031, 0.065, 0.150)  0.00
O (0.507, -0.068, 0.259)  -0.09
Ce (2.878, -0.187, 0.500)  1.09
Li (-0.893, 0.017, -0.415)  0.00


CCl2NO2S | the ωB97M-V functional and the def2-TZVPD basis

- Highest occupied orbital energy: -4.20 eV
- Gap between HOMO and LUMO: 7.415 eV
- Net charge: -1
- LUMO energy: 3.2 eV
- ΔE to the lowest compared entry with this formula, charge and spin: 141.6 kJ/mol
- Maximum force: 7.97 eV/Å

Last column: Löwdin charge in e.
Atoms and positions in Å:
C (0.901, 0.902, -0.119)  -1.25
N (0.475, -0.383, -0.476)  -0.27
O (-1.868, 0.179, 0.439)  -0.54
O (-1.450, -2.155, 0.635)  -0.53
S (-1.257, -0.970, -0.217)  0.58
Cl (1.520, 1.867, -1.418)  0.51
Cl (1.087, 1.732, 1.447)  0.49